# 1
Here is C60H48O2P3PtSSiTe as an isolated structure in a non-equilibrium geometry from the Open Molecules 2025 dataset. Energies are from ωB97M-V/def2-TZVPD.

Element x y z (Å)
Pt 0.101 0.055 -0.793
C -2.312 -2.985 -5.090
C -3.502 -2.409 -4.675
C -3.548 -1.639 -3.520
C -2.390 -1.437 -2.770
C -1.193 -2.012 -3.204
C -1.153 -2.791 -4.350
P -2.292 -0.366 -1.293
C -3.760 0.697 -1.379
C -4.056 1.357 -2.577
C -5.123 2.237 -2.647
C -5.897 2.485 -1.521
C -5.614 1.829 -0.332
C -4.548 0.944 -0.256
C -2.585 -1.381 0.189
C -3.270 -2.586 0.128
C -3.422 -3.356 1.276
C -2.902 -2.910 2.480
C -2.205 -1.708 2.539
C -2.027 -0.920 1.402
Si -0.837 0.560 1.292
C 0.460 0.678 2.674
C 0.160 0.438 4.017
C 1.175 0.250 4.949
C 2.503 0.275 4.544
C 2.824 0.599 3.230
C 1.813 0.825 2.301
P 2.130 1.473 0.620
C 3.770 2.277 0.823
C 3.815 3.422 1.623
C 4.965 4.192 1.687
C 6.081 3.834 0.939
C 6.045 2.701 0.142
C 4.891 1.927 0.075
C 2.571 -0.033 -0.348
C 2.439 0.013 -1.762
C 2.748 -1.114 -2.523
C 3.200 -2.272 -1.909
C 3.392 -2.301 -0.533
C 3.083 -1.193 0.238
C -1.748 2.186 0.936
C -2.711 2.651 1.835
C -3.434 3.805 1.589
C -3.181 4.541 0.442
C -2.207 4.116 -0.448
C -1.504 2.931 -0.227
P -0.225 2.400 -1.430
C -0.934 2.423 -3.120
C -1.564 3.512 -3.726
C -2.065 3.398 -5.014
C -1.927 2.213 -5.726
C -1.257 1.142 -5.156
C -0.758 1.257 -3.866
C 0.932 3.793 -1.469
C 1.709 3.982 -2.614
C 2.697 4.955 -2.632
C 2.921 5.736 -1.507
C 2.159 5.542 -0.363
C 1.177 4.565 -0.333
H -2.287 -3.586 -5.989
H -4.404 -2.556 -5.255
H -4.483 -1.193 -3.204
H -0.290 -1.840 -2.630
H -0.220 -3.240 -4.668
H -3.453 1.168 -3.458
H -5.348 2.733 -3.583
H -6.729 3.176 -1.577
H -6.226 2.008 0.543
H -4.340 0.432 0.674
H -3.659 -2.941 -0.820
H -3.929 -4.311 1.225
H -3.030 -3.503 3.376
H -1.791 -1.385 3.487
H -0.874 0.428 4.346
H 0.931 0.078 5.990
H 3.294 0.071 5.255
H 3.861 0.688 2.927
H 2.938 3.697 2.201
H 4.988 5.078 2.309
H 6.976 4.441 0.979
H 6.914 2.418 -0.438
H 4.870 1.047 -0.556
H 2.267 0.967 -2.249
H 2.652 -1.079 -3.602
H 3.415 -3.153 -2.500
H 3.775 -3.195 -0.056
H 3.233 -1.222 1.306
H -2.907 2.087 2.743
H -4.186 4.139 2.294
H -3.736 5.449 0.239
H -1.982 4.726 -1.310
H -1.659 4.457 -3.212
H -2.560 4.246 -5.470
H -2.323 2.134 -6.730
H -1.122 0.221 -5.711
H -0.206 0.437 -3.429
H 1.528 3.371 -3.491
H 3.296 5.100 -3.522
H 3.694 6.494 -1.520
H 2.339 6.153 0.513
H 0.588 4.403 0.561
C -0.366 -4.468 -1.045
C 0.359 -3.692 0.030
O 0.983 -4.425 0.874
O 0.310 -2.441 0.086
H 0.356 -5.037 -1.632
H -0.945 -3.823 -1.688
H -1.027 -5.177 -0.547
Te 1.123 -2.957 2.744
C 2.696 -4.014 3.535
C 4.019 -3.655 3.657
C 4.800 -4.648 4.282
C 4.065 -5.748 4.631
S 2.426 -5.588 4.198
H 4.414 -2.716 3.292
H 5.862 -4.558 4.464
H 4.415 -6.643 5.122

Properties
Energy above the lowest of the compared OMol25 structures with the same formula, charge and spin   3.638 eV
Gap between HOMO and LUMO (alpha / beta)   4.777 / 5.158 eV
Max |F|   2.4 eV Å⁻¹
Net charge   +1
LUMO energy (alpha / beta)   -3.4 / -3.4 eV
Energy   -124209.205 eV

---

# 2
Here is C4H8BNO in the gas phase in a non-equilibrium geometry from the Open Molecules 2025 dataset. Energies are from ωB97M-V/def2-TZVPD.

Element x y z (Å)
C -3.602 -0.084 0.963
C -2.496 -0.514 1.190
C -1.147 -0.948 1.136
N -0.257 0.031 0.553
B 0.870 -0.268 -0.269
C 1.221 0.899 -1.310
O 1.369 -1.503 -0.230
H -4.582 0.127 0.920
H -0.918 -1.892 0.702
H -0.898 -1.086 2.151
H -0.757 0.956 0.627
H 1.069 1.902 -1.063
H 0.626 0.519 -2.210
H 2.288 0.802 -1.602
H 2.129 -1.662 -0.750

Properties
Energy above the lowest of the compared OMol25 structures with the same formula, charge and spin   0.000 eV
Gap between HOMO and LUMO   9.747 eV
Max |F|   4.0 eV Å⁻¹
Net charge   0
LUMO energy   0.5 eV
SMILES string   C#CCNB(C)O
Energy   -8491.606 eV

---

# 3
Here is a 2-piece molecular cluster, C5H14S overall in a non-equilibrium geometry from the Open Molecules 2025 dataset. Energies are from ωB97M-V/def2-TZVPD.

Element x y z (Å)
C 1.696 -3.405 -1.266
C 0.830 -2.259 -0.820
C 0.338 -2.407 0.588
H 1.258 -4.300 -1.035
H 2.804 -3.353 -0.980
H 1.812 -3.420 -2.285
H -0.084 -2.387 -1.441
H 1.214 -1.135 -0.983
H 0.020 -1.400 0.952
H -0.714 -3.034 0.899
H 0.983 -2.865 1.332
C -1.305 3.966 1.734
S -0.624 4.267 0.132
C -0.869 2.714 -0.593
H -0.514 3.994 2.453
H -1.836 3.042 1.864
H -2.273 4.717 1.834
H -1.913 2.319 -0.718
H -0.612 2.950 -1.573
H -0.211 1.996 -0.092

Properties
Energy above the lowest of the compared OMol25 structures with the same formula, charge and spin   2.208 eV
Gap between HOMO and LUMO   9.268 eV
Max |F|   4.6 eV Å⁻¹
Net charge   0
LUMO energy   0.9 eV
SMILES string   CCC.CSC
Energy   -16245.093 eV

---

# 4
Here is a 15-piece molecular cluster, C25H80O15 overall in a non-equilibrium geometry from the Open Molecules 2025 dataset. Energies are from ωB97M-V/def2-TZVPD.

Element x y z (Å)
C 0.314 1.990 4.981
O 0.411 1.566 3.616
H 0.314 3.077 5.034
H -0.551 1.575 5.458
H 1.121 1.522 5.514
H 0.204 2.280 2.990
C -5.006 4.007 2.540
O -4.633 3.748 1.165
H -4.257 4.639 2.981
H -5.957 4.515 2.610
H -5.000 3.007 3.007
H -4.952 2.825 1.062
C -4.409 -0.093 0.859
O -5.422 0.952 0.880
H -3.639 0.413 0.254
H -4.018 -0.367 1.813
H -4.765 -1.049 0.370
H -6.117 0.663 1.469
C 1.880 1.575 -4.458
O 2.889 2.126 -3.642
H 1.199 0.920 -3.827
H 1.292 2.356 -5.034
H 2.447 1.073 -5.258
H 2.526 2.876 -3.096
C -0.172 5.077 2.277
O 0.482 3.850 2.133
H -0.968 5.042 3.052
H 0.511 5.909 2.489
H -0.633 5.322 1.330
H 0.253 3.504 1.221
C -3.037 5.547 -1.356
O -2.307 4.581 -0.578
H -3.924 5.025 -1.744
H -3.360 6.392 -0.777
H -2.318 5.895 -2.133
H -2.736 4.402 0.263
C -2.353 -0.974 5.194
O -2.886 -0.472 3.916
H -1.747 -1.895 5.062
H -1.695 -0.279 5.731
H -3.304 -1.189 5.755
H -2.155 -0.056 3.408
C 3.492 3.634 -0.557
O 2.338 3.686 -1.385
H 3.562 2.638 -0.054
H 4.375 3.877 -1.131
H 3.347 4.330 0.234
H 1.620 3.277 -0.903
C 1.894 -1.283 3.174
O 2.585 -1.791 2.047
H 0.997 -1.889 3.332
H 2.544 -1.355 4.038
H 1.591 -0.254 3.039
H 3.572 -1.662 2.195
C -2.890 2.087 -2.536
O -1.564 1.611 -2.413
H -3.500 1.770 -1.681
H -2.870 3.180 -2.689
H -3.382 1.615 -3.467
H -1.426 0.795 -2.955
C 2.275 -4.354 -1.205
C 2.217 -5.034 0.163
C 3.589 -5.078 0.798
O 1.380 -4.184 0.988
H 2.696 -3.380 -1.021
H 1.282 -4.321 -1.575
H 2.943 -4.914 -1.840
H 1.790 -6.035 0.068
H 4.053 -4.110 0.789
H 4.265 -5.759 0.248
H 3.521 -5.332 1.847
H 1.843 -3.417 1.316
C -0.559 0.382 0.584
C 0.646 1.162 0.129
C 1.321 0.409 -0.958
O 0.194 2.485 -0.226
H -0.194 -0.560 0.991
H -1.331 0.230 -0.172
H -1.073 0.946 1.392
H 1.366 1.362 0.910
H 1.825 -0.449 -0.506
H 2.095 0.984 -1.457
H 0.554 0.074 -1.648
H -0.569 2.314 -0.851
C -2.196 -2.697 1.159
C -2.252 -4.102 0.446
C -3.503 -4.125 -0.450
O -1.131 -4.327 -0.303
H -3.003 -2.581 1.904
H -2.180 -1.902 0.407
H -1.228 -2.619 1.664
H -2.380 -4.914 1.185
H -3.496 -5.099 -0.962
H -3.397 -3.390 -1.251
H -4.522 -3.949 -0.048
H -0.375 -4.428 0.302
C -0.846 -2.157 -3.022
C -1.424 -1.903 -4.392
C -2.884 -2.388 -4.434
O -1.377 -0.515 -4.564
H -1.007 -3.158 -2.633
H -1.330 -1.507 -2.251
H 0.197 -1.924 -2.888
H -0.815 -2.457 -5.134
H -3.331 -2.159 -5.439
H -3.469 -1.872 -3.662
H -2.950 -3.472 -4.275
H -1.581 -0.242 -5.475
C 5.018 -1.456 -1.199
C 6.153 -0.614 -0.595
C 7.452 -1.340 -0.154
O 6.646 0.382 -1.524
H 5.435 -2.172 -1.951
H 4.314 -0.820 -1.721
H 4.494 -1.917 -0.388
H 5.666 -0.089 0.269
H 7.967 -1.753 -1.019
H 7.263 -2.189 0.484
H 8.180 -0.630 0.307
H 5.956 0.922 -1.977

Properties
Energy above the lowest of the compared OMol25 structures with the same formula, charge and spin   0.341 eV
Gap between HOMO and LUMO   9.936 eV
Max |F|   3.3 eV Å⁻¹
Net charge   0
LUMO energy   0.5 eV
Energy   -57930.605 eV

---

# 5
Here is C8H10N2 in the gas phase in a non-equilibrium geometry from the Open Molecules 2025 dataset. Energies are from ωB97M-V/def2-TZVPD.

Element x y z (Å)
C 0.997 1.538 -0.425
C -0.331 1.743 -0.594
N -0.986 1.034 0.494
C -2.180 0.214 0.191
C -1.717 -1.235 -0.015
C -0.262 -1.243 0.168
C 0.956 -1.600 -0.193
C 2.059 -0.676 0.183
C 1.353 0.551 0.668
N 0.020 0.126 1.049
H 1.792 2.169 -0.671
H -0.876 2.341 -1.238
H -2.457 0.640 -0.722
H -2.910 0.415 0.889
H -1.802 -1.461 -1.042
H -2.318 -1.800 0.652
H 1.287 -2.216 -0.988
H 2.744 -0.902 0.917
H 2.584 -0.624 -0.768
H 2.045 0.987 1.445

Properties
Energy above the lowest of the compared OMol25 structures with the same formula, charge and spin   3.646 eV
Gap between HOMO and LUMO   8.521 eV
Max |F|   5.2 eV Å⁻¹
Net charge   0
LUMO energy   1.1 eV
SMILES string   C1=CN2CCC3=CC[C@@H]1N32
Energy   -11434.107 eV

---

# 6
Here is C3H9NS2 in the gas phase in a non-equilibrium geometry from the Open Molecules 2025 dataset. Energies are from ωB97M-V/def2-TZVPD.

Element x y z (Å)
C -1.072 -2.100 -0.686
N -1.170 -0.725 -0.233
C -0.065 0.219 -0.321
C 0.536 0.470 1.092
S 2.051 1.453 1.042
S 1.450 3.431 0.442
H -1.151 -2.150 -1.788
H -1.962 -2.649 -0.369
H -0.157 -2.596 -0.378
H -2.063 -0.334 -0.485
H 0.742 -0.094 -0.974
H -0.555 1.112 -0.712
H 0.957 -0.522 1.279
H -0.278 0.750 1.751
H 2.739 3.734 0.340

Properties
Energy above the lowest of the compared OMol25 structures with the same formula, charge and spin   1.048 eV
Gap between HOMO and LUMO   8.548 eV
Max |F|   2.0 eV Å⁻¹
Net charge   0
LUMO energy   0.4 eV
SMILES string   CNCCSS
Energy   -26416.629 eV

---

# 7
Here is a 2-piece molecular cluster, C3H12NO overall in a non-equilibrium geometry from the Open Molecules 2025 dataset. Energies are from ωB97M-V/def2-TZVPD.

Element x y z (Å)
C -0.884 -1.882 1.463
O -0.486 -0.505 1.648
H -0.716 -2.472 2.356
H -0.292 -2.320 0.656
H -1.898 -1.945 1.068
H -1.249 -0.119 2.093
C -0.080 0.187 -1.762
N 0.051 1.067 -0.572
C 1.437 1.451 -0.213
H -0.937 -0.488 -1.680
H 0.788 -0.462 -1.763
H -0.347 0.750 -2.649
H -0.592 1.862 -0.536
H -0.231 0.487 0.254
H 2.029 1.800 -1.058
H 1.400 2.048 0.690
H 2.006 0.540 0.007

Properties
Energy above the lowest of the compared OMol25 structures with the same formula, charge and spin   1.308 eV
Gap between HOMO and LUMO   12.091 eV
Max |F|   1.4 eV Å⁻¹
Net charge   +1
LUMO energy   -3.2 eV
Energy   -6836.106 eV

---

# 8
Here is C11H14BCaN7O as an isolated structure in a non-equilibrium geometry from the Open Molecules 2025 dataset. Energies are from ωB97M-V/def2-TZVPD.

Element x y z (Å)
H -2.720 -1.207 0.426
N -1.398 -0.346 -1.024
B -0.444 0.755 -3.099
N -1.622 0.184 -2.273
C -2.932 0.091 -2.560
Ca 1.087 -0.751 0.033
H -3.278 0.442 -3.513
C -3.581 -0.535 -1.514
H -4.631 -0.765 -1.405
C -2.595 -0.833 -0.559
H -0.810 1.072 -4.189
C 3.167 0.172 0.269
H 3.620 -0.558 0.989
H 2.871 1.105 0.666
H 3.488 0.137 -0.753
N 0.672 -0.323 -3.072
N 0.107 1.874 -2.223
N 1.174 -0.976 -1.913
N 0.605 1.563 -0.966
C 1.239 -0.841 -4.172
C 0.140 3.206 -2.428
H 0.915 -0.393 -5.088
H -0.209 3.608 -3.346
C 2.127 -1.828 -3.780
C 0.750 3.781 -1.306
C 2.050 -1.883 -2.389
C 1.025 2.713 -0.416
H 2.728 -2.386 -4.465
H 0.932 4.817 -1.125
H 2.518 -2.658 -1.782
H 1.505 2.712 0.549
H -0.762 -1.555 0.314
O -1.222 -0.539 3.681
C -0.637 -0.991 2.765
N -0.153 -1.562 1.816

Properties
Energy above the lowest of the compared OMol25 structures with the same formula, charge and spin   3.054 eV
Gap between HOMO and LUMO (alpha / beta)   5.170 / 4.838 eV
Max |F|   7.9 eV Å⁻¹
Net charge   0
LUMO energy (alpha / beta)   -1.5 / -1.6 eV
Energy   -43224.693 eV

---

# 9
Here is a 8-piece molecular cluster, BrH14O7 overall in a non-equilibrium geometry from the Open Molecules 2025 dataset. Energies are from ωB97M-V/def2-TZVPD.

Element x y z (Å)
Br 0.615 -0.298 0.008
O -0.139 3.000 0.268
H 0.317 3.806 -0.090
H 0.341 2.251 -0.033
O 1.398 -3.313 1.709
H 1.101 -3.304 2.619
H 1.452 -2.447 1.406
O -1.969 1.841 -1.665
H -1.351 2.441 -2.158
H -1.588 1.306 -0.962
O -1.643 -1.283 -2.424
H -1.743 -2.139 -1.956
H -0.678 -1.202 -2.409
O 1.721 1.035 -3.071
H 1.803 0.213 -3.552
H 1.434 0.958 -2.176
O -1.419 -2.008 2.164
H -0.785 -1.707 1.556
H -0.901 -2.662 2.612
O 0.667 1.554 2.804
H 0.729 1.078 1.945
H 0.639 0.881 3.404

Properties
Energy above the lowest of the compared OMol25 structures with the same formula, charge and spin   1.583 eV
Gap between HOMO and LUMO   8.928 eV
Max |F|   3.8 eV Å⁻¹
Net charge   -1
LUMO energy   3.1 eV
Energy   -84605.244 eV

---

# 10
Here is C5H6O2Tm as an isolated structure in a non-equilibrium geometry from the Open Molecules 2025 dataset. Energies are from ωB97M-V/def2-TZVPD.

Element x y z (Å)
C 0.490 0.023 -2.564
C 0.059 0.090 -1.432
C -0.639 0.293 -0.161
C -0.347 1.645 0.439
O -1.188 2.352 0.951
Tm -3.883 2.796 0.988
H 0.783 -0.022 -3.598
H -0.280 -0.451 0.573
H -1.724 0.155 -0.266
H 0.712 1.969 0.421
C 3.065 -1.998 -1.295
O 3.118 -3.288 -1.139
H 4.021 -1.631 -0.854
H 2.266 -3.696 -1.351

Properties
2S+1   3
Energy above the lowest of the compared OMol25 structures with the same formula, charge and spin   0.536 eV
Gap between HOMO and LUMO (alpha / beta)   6.865 / 6.074 eV
Max |F|   1.8 eV Å⁻¹
Net charge   +1
LUMO energy (alpha / beta)   -3.5 / -4.7 eV
Energy   -38892.383 eV
<S²>   2.002

---

# 11
Here is C27H43BCuN8S4 as an isolated structure from the Open Molecules 2025 dataset. Energies are from ωB97M-V/def2-TZVPD.

Element x y z (Å)
Cu -0.928 2.401 2.382
C -5.080 -0.355 1.737
C -3.689 -0.729 1.334
C -3.336 -2.003 1.053
C -2.003 -2.322 0.691
N -1.071 -1.413 0.665
N -1.410 -0.148 0.987
B -0.303 0.905 1.007
N 1.141 0.484 1.444
N 1.839 -0.189 0.524
C 3.122 -0.387 0.731
C 3.743 0.076 1.905
C 3.023 0.712 2.865
C 3.632 1.177 4.149
C 1.646 0.915 2.591
S 0.595 1.605 3.849
C 3.893 -1.042 -0.414
C 3.976 -0.017 -1.554
C 3.139 -2.276 -0.906
C 5.303 -1.444 0.015
N -0.223 1.687 -0.324
N -0.501 0.928 -1.396
C -0.471 1.458 -2.582
C -0.147 2.828 -2.746
C 0.136 3.600 -1.667
C 0.450 5.057 -1.793
C 0.102 2.992 -0.368
S 0.442 3.865 1.067
C -0.766 0.483 -3.721
C -0.861 1.202 -5.064
C 0.372 -0.546 -3.767
C -2.085 -0.241 -3.431
C -2.660 0.261 1.284
S -2.992 1.912 1.607
C -1.643 -3.743 0.288
C -2.461 -4.121 -0.955
C -0.164 -3.853 -0.045
C -1.982 -4.696 1.442
H -5.743 -1.216 1.664
H -5.466 0.452 1.113
H -5.085 0.017 2.763
H -4.076 -2.791 1.117
H 4.809 -0.053 2.040
H 4.718 1.127 4.095
H 3.278 0.537 4.961
H 3.323 2.194 4.386
H 2.976 0.255 -1.895
H 4.530 -0.439 -2.396
H 4.488 0.893 -1.231
H 2.129 -2.012 -1.205
H 3.074 -3.037 -0.125
H 3.662 -2.706 -1.763
H 5.933 -0.578 0.230
H 5.776 -1.997 -0.797
H 5.290 -2.092 0.895
H -0.149 3.273 -3.733
H 0.324 5.390 -2.823
H 1.474 5.260 -1.474
H -0.196 5.640 -1.136
H 0.084 1.675 -5.344
H -1.643 1.965 -5.062
H -1.106 0.478 -5.843
H 1.338 -0.058 -3.922
H 0.210 -1.248 -4.588
H 0.417 -1.103 -2.829
H -2.922 0.461 -3.406
H -2.041 -0.751 -2.467
H -2.280 -0.980 -4.212
H -2.215 -3.467 -1.795
H -3.536 -4.051 -0.774
H -2.236 -5.149 -1.245
H 0.110 -3.139 -0.818
H 0.050 -4.862 -0.406
H 0.461 -3.652 0.827
H -3.054 -4.734 1.645
H -1.471 -4.397 2.359
H -1.660 -5.708 1.187
S 0.211 -0.175 4.796
N -3.156 4.149 4.553
N -2.146 4.865 3.832
H -3.453 3.321 4.042
H -2.747 3.840 5.425
H -1.469 4.227 3.408
H -2.592 5.359 3.069

Properties
2S+1   2
Energy above the lowest of the compared OMol25 structures with the same formula, charge and spin   0.000 eV
Gap between HOMO and LUMO (alpha / beta)   5.291 / 6.342 eV
Max |F|   0.6 eV Å⁻¹
Net charge   0
LUMO energy (alpha / beta)   -0.5 / -0.4 eV
Energy   -129275.632 eV
<S²>   0.757